[1]
The following is a DFT calculation (ωB97M-V with the def2-TZVPD basis set) of the ion C23H42ClN2O2 with charge +1.

Each line ends with the Mulliken charge.
CARTESIAN COORDINATES (ANGSTROEM)
C (3.16703, 2.81919, 1.63820)  -1.37
C (2.38013, 2.15935, 0.64703)  0.36
N (1.51748, 1.56486, -0.48621)  1.27
C (2.38540, 0.41019, -0.93228)  -0.72
C (2.36777, -0.89966, 0.05275)  -0.24
C (1.37456, -2.11805, -0.51849)  0.99
C (1.92763, -2.74844, -1.95949)  -1.15
C (1.40327, -3.38492, 0.54897)  -0.13
C (-0.03364, -4.18109, 0.52025)  -0.07
C (-0.48255, -4.72697, 2.00477)  -0.78
C (-0.55286, -3.89255, 3.24524)  0.53
C (-2.01744, -3.21456, 3.61275)  -0.99
C (0.69070, -3.63178, 4.29329)  -0.93
C (1.41997, 2.74840, -1.42466)  0.07
C (2.05133, 2.66223, -2.93605)  -0.81
C (1.20342, 1.73827, -3.99237)  -0.42
C (-0.07490, 2.48368, -4.69883)  -0.27
Cl (-0.86218, 1.39856, -6.02908)  -0.21
O (0.13362, 3.43239, -1.62912)  -0.37
C (-0.80268, 2.59465, -0.80837)  0.88
C (-1.40434, 3.75053, 0.21906)  -1.32
N (-2.68153, 3.34253, 0.92230)  -0.09
C (-3.90377, 3.52828, 0.05017)  -0.76
C (0.06387, 1.33696, -0.12639)  -0.05
C (-0.34105, 0.85262, 1.38654)  -0.57
C (-1.35092, -0.47005, 1.42103)  0.40
C (-2.77186, -0.23363, 0.63290)  -0.40
O (-2.70016, -0.36790, -0.83049)  -0.55
H (3.77427, 3.64431, 2.25051)  0.39
H (3.50741, 0.81805, -0.92680)  0.45
H (2.19144, 0.02938, -2.02128)  -0.03
H (3.46432, -1.36865, -0.00094)  0.45
H (2.17884, -0.66870, 1.18613)  0.17
H (0.30199, -1.70802, -0.74405)  -0.60
H (1.17308, -3.63201, -2.23092)  0.33
H (2.98301, -3.24771, -1.87150)  0.33
H (1.83703, -1.96650, -2.84437)  0.29
H (2.28449, -4.14089, 0.27177)  0.43
H (1.67690, -2.97844, 1.63393)  -0.33
H (-0.05451, -5.10611, -0.23145)  0.42
H (-0.88389, -3.44386, 0.14426)  0.08
H (-0.81324, -5.85880, 2.10580)  0.27
H (-2.64683, -3.00576, 2.62064)  0.15
H (-1.84242, -2.19655, 4.16868)  0.30
H (-2.60354, -3.91862, 4.35590)  0.37
H (1.60698, -3.08311, 3.81029)  0.25
H (0.29037, -2.91967, 5.16226)  0.30
H (0.96739, -4.66467, 4.79479)  0.24
H (2.13302, 3.55796, -0.91912)  0.00
H (3.17623, 2.27509, -2.85019)  0.31
H (2.15211, 3.76301, -3.38732)  0.47
H (1.95851, 1.46235, -4.87473)  0.35
H (0.81803, 0.71843, -3.56652)  0.19
H (-0.93469, 2.61589, -3.88165)  0.06
H (0.14474, 3.56779, -5.10024)  0.37
H (-1.59234, 2.10956, -1.52905)  0.25
H (-0.51818, 4.02177, 0.96931)  0.27
H (-1.52911, 4.72682, -0.45659)  0.29
H (-2.77385, 3.81148, 1.85616)  0.27
H (-3.65883, 3.15023, -1.03246)  0.26
H (-4.34592, 4.61217, 0.04705)  0.29
H (-4.75489, 2.80971, 0.47430)  0.27
H (-0.22671, 0.46419, -0.88742)  -0.35
H (-0.91022, 1.68288, 2.02508)  0.41
H (0.59255, 0.54547, 2.06118)  0.40
H (-0.81031, -1.46986, 1.11645)  -0.50
H (-1.63374, -0.60278, 2.57322)  0.06
H (-3.50701, -1.09529, 1.00888)  0.32
H (-3.31242, 0.77912, 0.94972)  0.08
H (-1.96642, -1.04271, -1.05315)  0.38

Results
SMILES	C#C[N@+]1(CC[C@@H](C)CCC=C(C)C)[C@@H](CCCCl)O[C@H](CNC)[C@@H]1CCCO
E_tot	-44103.8892	eV
charge	+1
HOMO	-0.330	Eh

[2]
The following is a DFT calculation (ωB97M-V with the def2-TZVPD basis set) of a cluster of 7 separate species, C23H42ClN5O5 in total.

Each line ends with the Mulliken charge.
CARTESIAN COORDINATES (ANGSTROEM)
Cl (-0.38571, -0.02628, 0.98133)  1.62
O (0.35219, -1.02244, 1.74220)  -0.66
O (-0.02542, 1.29898, 1.36580)  -0.68
O (-0.05842, -0.36116, -0.41240)  -0.60
O (-1.78835, -0.19296, 1.08677)  -0.68
C (2.59935, -0.84236, -3.30728)  -0.37
C (2.73507, -2.31291, -3.29993)  0.76
C (3.65604, -2.94126, -4.38671)  -1.42
O (3.09683, -2.67721, -1.96995)  -0.40
H (2.41459, -0.43129, -4.29973)  0.41
H (3.42519, -0.24608, -2.91926)  0.49
H (1.71363, -0.57160, -2.73257)  -0.52
H (1.73650, -2.70272, -3.49746)  -0.03
H (4.69400, -2.64194, -4.24126)  0.35
H (3.27528, -2.89989, -5.40720)  0.35
H (3.51015, -4.00070, -4.17598)  0.37
C (-2.21867, -0.63458, -2.83868)  -0.88
C (-1.18270, -1.50603, -3.53393)  0.01
C (-0.95891, -1.22920, -5.04640)  0.06
C (-0.11737, -2.26062, -5.73425)  0.06
N (0.60622, -3.00163, -6.25482)  -0.52
H (-3.12373, -0.68690, -3.44385)  0.47
H (-2.01752, 0.43465, -2.77253)  -0.23
H (-2.49679, -0.93389, -1.82816)  0.25
H (-1.42543, -2.56524, -3.44879)  0.61
H (-0.26136, -1.59188, -2.95788)  -0.19
H (-0.39758, -0.29495, -5.06002)  0.02
H (-1.83497, -1.06652, -5.67420)  0.47
C (-4.38803, 0.97253, 3.51045)  -1.26
C (-2.97391, 1.35876, 3.95219)  0.29
C (-2.95797, 2.02857, 5.32236)  -0.51
C (-3.47241, 3.39272, 5.22645)  0.21
N (-3.86587, 4.45916, 5.14922)  -0.47
H (-5.04287, 1.84386, 3.51716)  0.46
H (-4.83939, 0.28068, 4.22159)  0.32
H (-4.24732, 0.58905, 2.49988)  0.19
H (-2.60385, 1.95531, 3.11835)  0.29
H (-2.44203, 0.42691, 4.14425)  -0.17
H (-1.91334, 2.11998, 5.61983)  0.31
H (-3.52918, 1.47095, 6.06457)  0.32
C (5.71125, 2.19881, 1.24890)  -1.16
C (4.21851, 2.62526, 1.22169)  -0.51
C (3.35612, 1.48100, 1.74579)  -0.16
C (3.36563, 0.18450, 0.95663)  0.25
N (3.39356, -0.84475, 0.40095)  -0.41
H (5.97967, 1.65795, 0.34143)  0.31
H (6.17545, 1.63337, 2.05692)  0.32
H (6.30201, 3.11295, 1.19022)  0.35
H (3.82039, 2.93133, 0.25426)  0.25
H (4.17373, 3.54138, 1.81060)  0.36
H (2.39103, 1.98330, 1.81213)  0.07
H (3.73523, 1.16165, 2.71656)  0.34
C (-1.55716, -4.45695, 4.85304)  -1.37
C (-1.54581, -3.14690, 4.14829)  -0.23
C (-2.70543, -3.00716, 3.22209)  0.25
C (-3.93070, -2.71198, 3.87152)  0.21
N (-4.96309, -2.52715, 4.40485)  -0.60
H (-1.75684, -5.32729, 4.22796)  0.33
H (-2.38901, -4.53086, 5.55351)  0.29
H (-0.63160, -4.64686, 5.39651)  0.39
H (-0.54840, -2.98036, 3.74143)  0.33
H (-1.37770, -2.30109, 4.81495)  0.24
H (-2.72443, -3.77520, 2.44888)  0.44
H (-2.61495, -2.01337, 2.78357)  -0.28
C (-0.48557, 4.20381, -2.07503)  -1.39
C (-0.71445, 2.92845, -2.78523)  -0.29
C (0.51824, 2.05125, -2.97466)  1.76
C (1.58072, 2.54916, -3.83824)  0.11
N (2.42297, 2.96307, -4.51087)  -0.58
H (0.05730, 4.87164, -2.74390)  0.37
H (0.14740, 4.15652, -1.18891)  0.29
H (-1.45563, 4.64290, -1.84205)  0.38
H (-0.93532, 3.14745, -3.82991)  0.33
H (-1.56162, 2.35136, -2.41460)  0.13
H (0.24237, 1.03383, -3.25186)  -1.19
H (1.06019, 1.86912, -2.04664)  -0.01

Results
E_tot	-54732.8558	eV
spin multiplicity	2
charge	-1
HOMO (alpha / beta)	-0.246 / -0.246	Eh

[3]
The following is a DFT calculation (ωB97M-V with the def2-TZVPD basis set) of a cluster of 8 separate species, C23H42O18 in total.

Each line ends with the Mulliken charge.
CARTESIAN COORDINATES (ANGSTROEM)
C (2.32315, 7.37936, 5.22350)  -1.38
C (0.84291, 7.16802, 4.74406)  0.36
C (0.60359, 7.73665, 3.36583)  -0.45
O (-0.13448, 6.66206, 2.73733)  -0.37
C (-0.13304, 5.57992, 3.60781)  0.66
O (-0.62821, 4.54966, 3.40039)  -0.52
O (0.61509, 5.82676, 4.60635)  -0.33
H (3.08840, 6.64599, 4.96925)  0.38
H (2.26315, 7.39508, 6.31173)  0.32
H (2.86508, 8.24782, 4.84906)  0.38
H (0.08009, 7.66100, 5.34670)  0.32
H (1.51737, 7.76031, 2.77210)  0.33
H (-0.01328, 8.62492, 3.50211)  0.29
C (-7.38955, 4.33236, 3.54527)  -1.32
C (-8.85397, 4.43792, 3.79873)  0.49
C (-9.79686, 3.32639, 3.36321)  -0.45
O (-10.75780, 3.29584, 4.30829)  -0.29
C (-10.30578, 3.73473, 5.45398)  0.67
O (-10.92187, 3.72301, 6.54251)  -0.59
O (-9.15999, 4.41079, 5.20717)  -0.36
H (-6.83964, 5.17901, 3.95623)  0.34
H (-7.25254, 4.15692, 2.47824)  0.35
H (-7.00841, 3.51824, 4.16174)  0.30
H (-9.22328, 5.39659, 3.43449)  0.25
H (-9.35255, 2.36238, 3.11546)  0.30
H (-10.17347, 3.69040, 2.40730)  0.30
C (8.41684, 3.82111, 1.11777)  -1.38
C (6.99060, 4.31391, 1.03021)  0.42
C (6.61751, 5.08592, -0.24365)  -0.43
O (5.48652, 4.39517, -0.68124)  -0.30
C (5.48373, 3.17523, -0.10137)  0.65
O (4.72312, 2.27340, -0.48149)  -0.57
O (6.22612, 3.17225, 1.02648)  -0.32
H (8.64296, 3.24707, 0.21919)  0.34
H (8.54507, 3.21724, 2.01609)  0.34
H (9.15774, 4.62045, 1.10235)  0.38
H (6.67494, 4.95618, 1.85237)  0.29
H (7.40660, 5.17711, -0.99006)  0.26
H (6.36149, 6.09172, 0.08939)  0.31
C (3.13569, 13.59516, 1.56370)  -1.37
C (3.50049, 14.99378, 1.04199)  0.29
C (3.13520, 16.09241, 2.14586)  -0.35
O (4.47416, 16.47924, 2.53588)  -0.33
C (5.38064, 16.02893, 1.73672)  0.70
O (6.56659, 16.31741, 1.84550)  -0.58
O (4.85989, 15.19253, 0.84092)  -0.34
H (2.13643, 13.57724, 1.99872)  0.39
H (3.80468, 13.22712, 2.34159)  0.35
H (3.25485, 12.94385, 0.69784)  0.35
H (2.97340, 15.23164, 0.11803)  0.30
H (2.80278, 15.43703, 2.95089)  0.29
H (2.46446, 16.87545, 1.79222)  0.30
C (-4.51415, -2.53383, 6.07594)  -1.42
C (-5.58433, -1.53338, 5.53238)  0.42
C (-5.55057, -1.58174, 4.06820)  -0.37
O (-6.83354, -2.00235, 3.72619)  -0.37
C (-7.61221, -2.31095, 4.88029)  0.67
O (-8.74738, -2.73064, 4.81403)  -0.53
O (-6.86446, -2.03186, 5.93278)  -0.35
H (-4.54047, -2.55566, 7.16541)  0.38
H (-3.51304, -2.13370, 5.91538)  0.40
H (-4.52547, -3.59591, 5.83110)  0.34
H (-5.44838, -0.53894, 5.95745)  0.28
H (-4.95810, -2.31354, 3.51907)  0.27
H (-5.21847, -0.60154, 3.72612)  0.28
C (10.38930, 4.68804, 8.13245)  -0.49
O (9.35806, 4.47264, 7.12356)  -0.49
H (10.73680, 5.71650, 8.03438)  0.21
H (9.91089, 4.43056, 9.07740)  0.25
H (11.21554, 3.98419, 8.03230)  0.21
H (8.54786, 4.64030, 7.61046)  0.31
C (9.17458, 10.43108, 2.71515)  -0.48
O (8.27892, 9.37004, 3.31174)  -0.51
H (8.70577, 11.30960, 2.27185)  0.24
H (9.68066, 10.81113, 3.60259)  0.24
H (9.89044, 9.92122, 2.07041)  0.22
H (8.85198, 8.65098, 3.58768)  0.29
C (-5.74575, 9.88045, 4.05959)  -0.56
O (-4.82214, 9.83709, 5.06792)  -0.49
H (-5.47617, 9.15661, 3.29051)  0.21
H (-6.81375, 9.90547, 4.27606)  0.28
H (-5.50390, 10.84909, 3.62216)  0.26
H (-5.27828, 10.02643, 5.89114)  0.31

Results
SMILES	C[C@H]1COC(=O)O1.C[C@H]1COC(=O)O1.C[C@H]1COC(=O)O1.C[C@H]1COC(=O)O1.C[C@H]1COC(=O)O1.CO.CO.CO
E_tot	-61382.5860	eV
charge	0
energy relative to the best compared isomer or geometry (same formula, charge and spin)	3.668	eV
HOMO	-0.382	Eh